Here is C28H32BBr57FNO7 as an isolated structure at a distorted geometry from the Open Molecules 2025 dataset. Energies are from ωB97M-V/def2-TZVPD.

```
! wB97M-V def2-TZVPD RIJCOSX def2/J DEFGRID3
* xyz -2 1
C -0.214 1.010 2.775
C -0.075 2.163 3.773
O 0.498 2.006 4.781
N -0.693 3.406 3.383
C -1.710 3.835 4.283
C -3.098 3.264 3.993
O -1.550 4.547 5.205
C 0.282 4.440 3.094
O -0.274 5.593 2.571
B 0.629 6.175 1.540
C 0.962 7.782 1.762
C 0.716 8.568 0.472
O 1.773 8.228 -0.468
O 1.796 5.242 1.609
C 1.275 4.031 1.930
F 2.294 3.171 2.323
C 0.631 3.386 0.663
O -0.582 3.211 0.586
O 1.364 3.028 -0.243
H -1.253 1.014 2.463
H 0.443 1.176 1.924
H 0.002 0.082 3.302
H -3.560 3.827 3.182
H -2.920 2.264 3.580
H -3.714 3.203 4.885
H 0.924 4.816 3.906
H 0.206 6.126 0.387
H 0.286 8.129 2.559
H 2.007 7.931 2.065
H -0.230 8.273 0.017
H 0.766 9.655 0.637
H 2.246 9.048 -0.603
C 1.517 3.564 -3.809
Br 3.196 3.004 -4.627
Br 1.347 5.474 -3.775
Br 0.016 2.727 -4.694
H 1.512 3.226 -2.768
C -4.805 0.917 7.388
Br -4.783 2.448 8.570
Br -6.220 1.051 6.079
Br -3.095 0.619 6.566
H -5.020 0.050 7.997
C -0.022 3.514 -7.572
Br 1.503 2.988 -8.636
Br -0.191 5.429 -7.467
Br -1.649 2.686 -8.195
H 0.153 3.155 -6.564
C 5.576 3.190 -7.412
Br 6.585 1.731 -6.671
Br 6.384 4.892 -7.017
Br 5.262 2.956 -9.298
H 4.602 3.181 -6.936
C -3.966 -1.528 2.520
Br -5.684 -2.073 3.215
Br -4.001 0.290 1.880
Br -2.556 -1.824 3.800
H -3.751 -2.162 1.671
C 1.388 -1.451 -9.384
Br -0.376 -0.765 -9.752
Br 2.752 -0.134 -9.731
Br 1.516 -2.167 -7.596
H 1.558 -2.271 -10.067
C 6.623 -2.233 -9.209
Br 4.944 -2.951 -8.589
Br 6.459 -0.397 -9.783
Br 7.997 -2.460 -7.877
H 6.917 -2.806 -10.075
C -6.324 -4.161 6.946
Br -4.875 -4.861 5.890
Br -6.343 -2.234 6.945
Br -8.018 -4.901 6.406
H -6.154 -4.476 7.966
C -8.410 -8.575 5.367
Br -8.300 -7.431 3.823
Br -9.280 -10.250 4.956
Br -6.684 -8.850 6.180
H -9.027 -8.068 6.095
C -0.328 -1.328 -2.229
Br -0.461 0.185 -1.069
Br -1.636 -1.278 -3.656
Br 1.475 -1.432 -2.898
H -0.521 -2.225 -1.658
C 5.683 -0.974 -3.782
Br 5.442 0.493 -2.560
Br 4.376 -0.926 -5.204
Br 7.492 -1.061 -4.476
H 5.508 -1.886 -3.230
C 9.266 -5.185 -11.770
Br 7.505 -4.481 -12.113
Br 10.627 -3.847 -12.045
Br 9.379 -5.975 -10.019
H 9.444 -5.971 -12.490
C -7.410 5.047 10.702
Br -8.490 6.640 10.569
Br -5.543 5.431 10.441
Br -7.733 4.108 12.358
H -7.715 4.389 9.899
C -6.685 -12.317 2.802
Br -6.578 -11.160 1.266
Br -7.530 -13.998 2.373
Br -4.960 -12.574 3.623
H -7.312 -11.822 3.528
C -4.110 2.606 14.093
Br -3.468 4.409 14.324
Br -4.368 2.179 12.235
Br -2.969 1.321 14.973
H -5.078 2.551 14.571
C 5.221 -2.615 -15.399
Br 6.638 -3.886 -15.718
Br 5.179 -2.022 -13.564
Br 5.307 -1.131 -16.625
H 4.289 -3.128 -15.587
C 12.527 -0.582 -13.580
Br 12.361 0.822 -12.273
Br 11.146 -0.478 -14.919
Br 14.286 -0.621 -14.371
H 12.394 -1.519 -13.058
C -3.514 -7.225 9.402
Br -4.455 -8.415 10.594
Br -3.472 -7.912 7.601
Br -4.215 -5.432 9.483
H -2.491 -7.176 9.745
C -2.505 -1.248 10.984
Br -1.600 -2.775 11.746
Br -1.521 0.379 11.253
Br -2.929 -1.511 9.124
H -3.444 -1.142 11.511
*
```

Calculated values
total energy = -148510.95205 Ha
orbital gap = 3.07 eV

Löwdin population analysis, charges in e, atoms 1 to 2:
1 C -0.002
2 C -0.451

---

Here is C28H32BIrN12S as an isolated structure at a distorted geometry from the Open Molecules 2025 dataset. Energies are from ωB97M-V/def2-TZVPD.

```
! wB97M-V def2-TZVPD RIJCOSX def2/J DEFGRID3
* xyz 3 2
Ir -0.397 0.304 0.850
B 0.599 3.069 2.938
N -0.259 1.898 3.474
C -0.676 1.850 4.736
C -1.440 0.707 4.924
C -1.443 0.091 3.695
N -0.713 0.813 2.809
N 0.480 3.204 1.396
C 0.740 4.326 0.752
C 0.475 4.159 -0.614
C 0.051 2.867 -0.721
N 0.052 2.270 0.514
H 0.218 4.092 3.431
H 1.757 2.951 3.268
H -0.410 2.631 5.429
H -1.936 0.380 5.822
H -1.927 -0.826 3.417
H 1.100 5.191 1.287
H 0.573 4.893 -1.394
H -0.272 2.333 -1.595
C 1.869 -1.729 0.462
N 1.135 -1.004 1.570
C 2.173 -0.195 2.345
N 3.209 -1.052 2.837
C 3.879 -1.735 1.724
N 2.910 -2.558 0.984
C 2.350 -3.563 1.895
N 1.675 -2.896 3.012
C 0.614 -2.077 2.519
C 2.647 -2.066 3.737
H 2.300 -0.978 -0.204
H 1.147 -2.334 -0.090
H 1.671 0.304 3.171
H 2.593 0.556 1.672
H 4.662 -2.376 2.120
H 4.329 -1.002 1.054
H 3.152 -4.189 2.278
H 1.641 -4.193 1.355
H 0.119 -1.586 3.345
H -0.099 -2.696 1.968
H 3.450 -2.699 4.108
H 2.161 -1.582 4.585
N -7.607 -1.627 1.350
C -6.492 -1.354 1.334
C -5.097 -1.013 1.279
C -4.130 -2.017 1.213
C -2.807 -1.649 1.123
N -2.420 -0.359 1.077
C -3.348 0.603 1.159
C -4.693 0.317 1.273
H -4.409 -3.061 1.234
H -2.028 -2.399 1.092
H -2.996 1.628 1.136
H -5.415 1.118 1.346
S -0.274 -1.265 -5.621
C -0.189 -0.780 -3.921
C 0.796 0.005 -3.328
C 0.764 0.203 -1.963
N -0.180 -0.323 -1.159
C -1.114 -1.098 -1.737
C -1.155 -1.344 -3.092
C 0.324 0.125 -6.571
C -0.636 0.836 -7.298
C -0.214 1.836 -8.170
N 1.078 2.009 -8.227
C 2.062 1.404 -7.616
C 1.684 0.396 -6.736
H 1.606 0.434 -3.901
H 1.543 0.779 -1.481
H -1.857 -1.538 -1.092
H -1.930 -1.982 -3.496
H -1.692 0.616 -7.220
H -0.879 2.438 -8.783
H 3.089 1.684 -7.833
H 2.457 -0.176 -6.241
*
```

Calculated values
total energy = -2269.54378 Ha
orbital gap (alpha / beta) = 2.34 / 2.61 eV

Löwdin population analysis, charges in e, atoms 1 to 2:
1 Ir 1.619
2 B -0.380

---

Here is a 2-piece molecular cluster, C28H32BN2O2 overall at a distorted geometry from the Open Molecules 2025 dataset. Energies are from ωB97M-V/def2-TZVPD.

```
! wB97M-V def2-TZVPD RIJCOSX def2/J DEFGRID3
* xyz 1 1
C 6.685 -4.851 2.482
O 5.275 -5.077 2.689
C 4.401 -4.100 2.319
C 3.023 -4.420 2.380
C 2.076 -3.493 1.976
C 2.431 -2.237 1.420
C 1.369 -1.389 0.830
C 0.271 -2.088 0.352
C -1.034 -1.790 -0.300
C -2.316 -2.190 0.444
C -3.403 -1.317 0.635
C -4.675 -1.848 0.903
C -4.817 -3.234 1.096
C -3.701 -4.075 1.075
C -2.439 -3.529 0.818
C 1.585 0.078 0.792
C 2.298 0.772 1.808
C 2.461 2.143 1.807
C 1.908 2.921 0.771
O 1.934 4.277 0.943
C 1.139 5.137 0.082
C 1.277 2.254 -0.298
C 1.075 0.882 -0.250
C 3.805 -1.916 1.404
C 4.778 -2.824 1.824
H 7.156 -5.765 2.842
H 6.916 -4.705 1.417
H 7.043 -3.987 3.061
H 2.719 -5.401 2.731
H 1.025 -3.746 2.111
H 0.397 -3.183 0.335
H -1.148 -0.781 -0.740
H -3.253 -0.226 0.594
H -5.549 -1.188 0.946
H -5.813 -3.653 1.259
H -3.791 -5.150 1.233
H -1.544 -4.144 0.890
H 2.749 0.218 2.633
H 2.992 2.682 2.592
H 1.202 6.123 0.555
H 1.591 5.190 -0.919
H 0.091 4.800 0.016
H 0.915 2.846 -1.145
H 0.570 0.412 -1.093
H 4.142 -0.943 1.052
H 5.837 -2.567 1.753
H -1.008 -2.532 -1.083
B -1.250 2.422 -1.761
H -1.328 2.527 -0.567
H -0.423 1.835 -2.412
C -2.437 2.842 -2.536
N -2.202 3.722 -3.553
C -0.970 3.713 -4.314
C -3.304 4.477 -3.795
C -4.274 4.066 -2.915
N -3.728 3.053 -2.170
C -4.422 2.208 -1.220
H -1.086 4.301 -5.227
H -0.142 4.131 -3.728
H -0.702 2.685 -4.593
H -3.309 5.256 -4.543
H -5.274 4.442 -2.769
H -5.447 2.565 -1.098
H -4.459 1.172 -1.582
H -3.891 2.197 -0.262
*
```

Calculated values
total energy = -1370.65289 Ha
orbital gap = 4.52 eV

natural (NBO) population analysis, charges in e, atoms 1 to 2:
1 C -0.257
2 O -0.491

---

Here is C28H32FN5O3S2Tc as an isolated structure from the Open Molecules 2025 dataset. Energies are from ωB97M-V/def2-TZVPD.

```
! wB97M-V def2-TZVPD RIJCOSX def2/J DEFGRID3
* xyz 2 4
Tc 1.120 1.176 -1.683
S 2.103 2.582 -0.114
C 3.479 3.281 -0.983
C 3.582 4.669 -1.040
C 4.648 5.279 -1.682
C 5.619 4.506 -2.304
C 5.517 3.125 -2.276
C 4.461 2.509 -1.608
S 4.545 0.744 -1.539
H 2.817 5.268 -0.563
H 4.718 6.359 -1.697
H 6.453 4.973 -2.811
H 6.267 2.513 -2.761
C -5.329 -2.682 0.389
C -4.031 -3.330 -0.064
N -2.899 -2.380 -0.046
C -2.539 -1.793 -1.184
C -1.532 -0.859 -1.307
C -1.335 -0.305 -2.700
O -2.087 -0.646 -3.579
O -0.336 0.521 -2.867
C -0.826 -0.477 -0.158
O 0.130 0.374 -0.114
C -1.217 -1.096 1.095
C -0.548 -0.749 2.278
C -0.918 -1.335 3.451
F -0.308 -0.974 4.593
C -1.935 -2.302 3.518
C -2.594 -2.641 2.358
C -2.252 -2.041 1.135
N -2.323 -2.930 4.739
C -1.255 -3.421 5.600
C -1.834 -4.424 6.578
N -2.900 -3.738 7.393
C -3.966 -3.128 6.522
C -3.322 -2.200 5.509
H -6.132 -3.416 0.362
H -5.599 -1.860 -0.274
H -5.254 -2.291 1.404
H -4.116 -3.686 -1.087
H -3.763 -4.191 0.546
H -3.083 -2.067 -2.080
H 0.242 -0.011 2.254
H -3.366 -3.393 2.421
H -0.755 -2.617 6.158
H -0.498 -3.921 4.999
H -1.081 -4.801 7.268
H -2.316 -5.253 6.065
H -2.465 -3.004 7.959
H -3.321 -4.398 8.048
H -4.665 -2.602 7.169
H -4.472 -3.955 6.028
H -2.889 -1.326 6.021
H -4.104 -1.834 4.845
N 2.408 -0.923 -1.713
C 2.898 0.231 -1.650
H 3.005 -1.748 -1.692
C 2.785 4.912 -5.184
C 2.618 3.424 -5.527
C 1.547 3.217 -6.608
C 3.959 2.804 -5.949
C 2.175 2.735 -4.311
N 1.834 2.196 -3.360
H 3.131 5.430 -6.079
H 3.523 5.052 -4.393
H 1.840 5.357 -4.873
H 1.876 3.723 -7.516
H 0.590 3.640 -6.304
H 1.409 2.160 -6.832
H 4.302 3.316 -6.848
H 3.853 1.743 -6.177
H 4.711 2.929 -5.170
*
```

Calculated values
total energy = -2562.26347 Ha
orbital gap (alpha / beta) = 7.04 / 6.88 eV
energy relative to the best compared isomer or geometry (same formula, charge and spin) = 0.678 eV

Löwdin population analysis, charges in e, atoms 1 to 2:
1 Tc 1.350
2 S 0.659

---

Here is C28H32LiN7O9P2S as an isolated structure at a distorted geometry from the Open Molecules 2025 dataset. Energies are from ωB97M-V/def2-TZVPD.

```
! wB97M-V def2-TZVPD RIJCOSX def2/J DEFGRID3
* xyz -2 1
Li -0.538 -0.827 -0.518
C 2.655 3.957 4.024
C 1.683 3.222 3.133
C 0.551 3.836 2.606
C -0.278 3.163 1.729
C -0.061 1.826 1.326
N -0.833 1.240 0.354
C -2.158 1.456 0.331
C -2.986 1.633 1.477
C -4.358 1.753 1.396
C -5.040 1.712 0.175
C -6.542 1.852 0.088
C -4.263 1.546 -0.963
C -2.880 1.431 -0.898
N -2.158 1.311 -2.124
C -2.320 2.048 -3.249
C -1.401 1.594 -4.164
C -0.714 0.565 -3.492
N -1.169 0.409 -2.260
C 1.072 1.207 1.902
C 1.922 1.913 2.749
N 1.430 -0.158 1.652
C 2.090 -0.958 2.526
C 2.475 -2.084 1.849
C 1.994 -1.880 0.546
N 1.354 -0.729 0.433
H 2.216 4.884 4.398
H 2.949 3.350 4.883
H 3.571 4.215 3.484
H 0.334 4.870 2.861
H -1.132 3.674 1.299
H -2.501 1.639 2.446
H -4.931 1.863 2.313
H -6.967 2.038 1.076
H -6.832 2.683 -0.560
H -7.020 0.951 -0.310
H -4.738 1.501 -1.941
H -3.052 2.838 -3.297
H -1.243 1.955 -5.166
H 0.082 -0.067 -3.855
H 2.821 1.420 3.105
H 2.227 -0.675 3.555
H 3.030 -2.924 2.232
H 2.107 -2.515 -0.321
N -3.512 -1.739 -0.851
C -2.742 -3.053 -0.761
C -3.692 -4.227 -0.901
P -1.856 -2.967 0.888
O -0.532 -3.841 0.604
O -2.658 -3.620 1.946
O -1.535 -1.479 0.934
P -1.538 -2.910 -2.196
O -1.247 -4.455 -2.581
O -2.350 -2.277 -3.271
O -0.239 -2.302 -1.702
H -4.470 -1.813 -0.519
H -3.477 -1.420 -1.831
H -3.010 -1.080 -0.226
H -4.491 -4.152 -0.160
H -3.149 -5.147 -0.694
H -4.111 -4.294 -1.908
H 0.018 -3.339 -0.033
H -0.525 -4.786 -2.031
N 2.349 0.044 -2.268
C 3.544 -0.073 -1.533
C 4.410 -1.144 -1.764
C 5.609 -1.246 -1.076
C 5.975 -0.280 -0.144
C 5.114 0.782 0.094
C 3.909 0.888 -0.594
S 7.541 -0.431 0.714
O 7.596 0.734 1.589
O 8.538 -0.424 -0.352
O 7.452 -1.706 1.416
H 1.937 -0.851 -2.494
H 1.645 0.611 -1.814
H 4.129 -1.897 -2.496
H 6.281 -2.077 -1.256
H 5.405 1.523 0.829
H 3.229 1.710 -0.392
*
```

Calculated values
total energy = -3235.51667 Ha
orbital gap = 5.84 eV
energy relative to the best compared isomer or geometry (same formula, charge and spin) = 0.314 eV

Löwdin population analysis, charges in e, atoms 1 to 2:
1 Li 0.516
2 C -0.069

---

Here is C28H32N2O4PReS as an isolated structure from the Open Molecules 2025 dataset. Energies are from ωB97M-V/def2-TZVPD.

```
! wB97M-V def2-TZVPD RIJCOSX def2/J DEFGRID3
* xyz 1 2
Re 0.190 0.103 0.314
O 2.402 0.294 0.433
S 2.054 1.554 -0.351
O 3.093 2.423 -0.732
O 1.167 0.961 -1.440
O 0.990 2.052 0.616
C -1.416 -1.036 -2.020
N -1.526 -1.093 -0.539
C -2.937 -0.742 -0.205
C -1.366 -2.504 -0.100
C 0.012 -3.001 -0.433
N 1.052 -1.988 -0.072
C 1.745 -2.437 1.163
C 2.053 -2.006 -1.185
H -2.120 -1.743 -2.468
H -0.404 -1.271 -2.341
H -1.659 -0.032 -2.352
H -3.592 -1.508 -0.627
H -3.192 0.227 -0.618
H -3.053 -0.718 0.873
H -2.120 -3.116 -0.603
H -1.559 -2.547 0.976
H 0.091 -3.215 -1.496
H 0.215 -3.931 0.098
H 2.221 -3.402 0.973
H 1.019 -2.550 1.959
H 2.496 -1.704 1.449
H 2.364 -3.040 -1.345
H 2.911 -1.400 -0.920
H 1.603 -1.613 -2.094
C -3.062 -3.796 3.981
C -3.689 -2.607 3.645
C -2.936 -1.500 3.274
C -1.546 -1.573 3.228
C -0.923 -2.768 3.600
C -1.675 -3.871 3.969
P -0.544 -0.161 2.639
C 0.734 0.002 3.916
C 1.939 0.626 3.601
C 2.888 0.844 4.589
C 2.638 0.452 5.894
C 1.433 -0.158 6.218
C 0.483 -0.383 5.236
C -1.653 1.253 2.786
C -2.188 1.673 3.975
C -3.114 2.733 3.996
C -3.482 3.343 2.828
C -2.928 2.947 1.588
C -3.258 3.604 0.377
C -2.636 3.252 -0.785
C -1.669 2.222 -0.798
C -1.370 1.507 0.334
C -1.993 1.886 1.562
H -3.649 -4.656 4.275
H -4.768 -2.531 3.683
H -3.439 -0.569 3.043
H 0.156 -2.829 3.652
H -1.178 -4.786 4.266
H 2.139 0.947 2.590
H 3.822 1.327 4.333
H 3.379 0.625 6.664
H 1.232 -0.458 7.237
H -0.450 -0.864 5.502
H -1.905 1.193 4.905
H -3.531 3.059 4.939
H -4.197 4.157 2.840
H -3.986 4.406 0.396
H -2.859 3.779 -1.704
H -1.127 2.047 -1.719
*
```

Calculated values
total energy = -2314.26473 Ha
orbital gap (alpha / beta) = 7.71 / 6.73 eV
energy relative to the best compared isomer or geometry (same formula, charge and spin) = 0.000 eV

natural (NBO) population analysis, charges in e, atoms 1 to 2:
1 Re 1.229
2 O -0.934